Entry 1:
A cluster of 2 separate species, C14H16O in total at a distorted geometry, computed with wB97M-V/def2-TZVPD.

Cartesian coordinates (Å):
C: 0.051101 1.302635 2.745469
C: 0.925360 1.077746 1.544746
C: 1.214561 -0.222900 1.131884
C: 2.138776 -0.495316 0.148782
C: 2.382905 0.557719 -0.740888
O: 2.928214 0.336419 -1.989056
C: 2.153560 1.858571 -0.368909
C: 1.419560 2.131119 0.794499
H: -0.460671 0.382532 2.997280
H: -0.782992 1.981810 2.533801
H: 0.592391 1.744997 3.584056
H: 0.648433 -0.939686 1.718632
H: 2.559375 -1.476112 -0.021653
H: 3.654110 -0.309076 -1.974895
H: 2.312338 2.665985 -1.054885
H: 1.166041 3.151684 1.048020
C: -0.501519 -1.736955 -2.303616
C: -1.373034 -1.264912 -1.163842
C: -2.254897 -0.182433 -1.373663
C: -2.994240 0.343768 -0.343236
C: -2.964880 -0.281934 0.910702
C: -2.149700 -1.363319 1.121635
C: -1.329340 -1.837866 0.087065
H: 0.513768 -1.737818 -1.875996
H: -0.448409 -0.992534 -3.074143
H: -0.581515 -2.799744 -2.520683
H: -2.219721 0.282557 -2.351317
H: -3.685827 1.163897 -0.475188
H: -3.634210 0.096753 1.676345
H: -2.161842 -1.965051 2.029523
H: -0.714356 -2.708003 0.295596

Force components x, y, z for each atom (eV/Å):
-0.64 0.44 -0.37
-0.26 0.40 -0.37
-0.01 0.27 1.62
-0.81 0.36 -0.81
1.52 -0.59 0.16
0.51 -0.06 -0.11
-1.53 0.54 0.39
0.31 -0.42 -0.42
0.21 -0.30 0.49
0.23 0.16 -0.18
0.03 -0.34 0.07
0.78 -0.62 -0.14
-0.37 -0.21 -0.24
-0.48 0.18 0.20
0.48 0.17 -0.32
0.11 0.07 0.05
1.37 -0.06 2.11
-0.59 0.40 -0.69
1.11 -0.15 -0.14
-0.39 -0.49 0.62
-0.49 0.63 -0.14
0.45 -0.98 -0.32
-0.56 -0.18 0.52
0.06 0.25 -0.13
-0.36 -0.26 -0.89
-0.73 0.17 -0.76
-0.30 0.05 -0.03
0.14 0.15 -0.21
0.16 -0.13 0.10
-0.06 0.49 0.09
0.11 0.08 -0.17

* structure (SMILES): Cc1ccc(O)cc1.Cc1ccccc1
* DFT total energy: -618.2835 Eh
* E_LUMO: 0.8 eV
* spin multiplicity: 1
* HOMO level: -8.3810 eV

natural (NBO) atomic charge list, values in e, 2 entries:
1. C -0.63
2. C -0.06

---

Entry 2:
A cluster of 2 separate species, C14H16O in total at a distorted geometry, computed with wB97M-V/def2-TZVPD.

Cartesian coordinates (Å):
C: 1.016887 -1.321357 -3.412994
C: 0.230540 -0.403269 -2.506118
C: 0.854738 0.322747 -1.511936
C: 0.287118 1.447970 -0.904843
C: -0.928813 1.872865 -1.387539
O: -1.575045 3.020340 -0.945820
C: -1.691498 1.036555 -2.205949
C: -1.102478 -0.073226 -2.786130
H: 0.465787 -1.580231 -4.313548
H: 1.343318 -2.240721 -2.923061
H: 1.966979 -0.815403 -3.586067
H: 1.754894 -0.029795 -1.020128
H: 0.810196 2.025306 -0.157565
H: -0.998749 3.783389 -1.105246
H: -2.688397 1.354414 -2.484193
H: -1.624718 -0.713862 -3.491372
C: 0.844242 0.755303 4.027795
C: 0.585316 -0.240814 2.941937
C: -0.280469 0.099706 1.897429
C: -0.621526 -0.864640 0.947191
C: -0.009368 -2.103170 0.928626
C: 0.952690 -2.400652 1.892890
C: 1.207433 -1.485204 2.902514
H: 0.037226 1.466237 4.141290
H: 1.732613 1.366927 3.825532
H: 1.065571 0.278540 4.984243
H: -0.868273 1.012122 1.933704
H: -1.316371 -0.536046 0.182648
H: -0.472582 -2.923400 0.408632
H: 1.467597 -3.346692 1.957838
H: 1.942611 -1.723598 3.669113

Force components x, y, z for each atom (eV/Å):
0.34 -0.24 1.11
-0.43 0.34 -0.52
0.31 0.32 1.33
0.12 -0.06 -1.08
-1.35 -0.18 0.29
0.50 0.29 -0.08
0.29 0.24 -0.41
0.51 -0.30 0.01
0.20 0.16 -0.10
-0.33 -0.22 0.12
-0.14 0.02 -0.70
0.40 -0.04 -0.60
0.08 -0.10 0.12
-0.18 -0.29 0.20
-0.01 -0.05 0.10
-0.18 0.30 0.00
0.83 0.14 0.31
-0.29 0.47 -0.58
-0.38 -1.07 0.55
0.24 0.93 -0.11
-0.39 -0.51 0.92
-0.24 0.42 0.45
0.60 0.27 0.02
-0.35 -0.01 0.10
-0.03 -0.13 -0.20
-0.26 -0.06 0.02
0.34 0.14 -0.10
-0.22 -0.48 0.01
0.32 -0.02 -0.86
-0.15 -0.24 -0.27
-0.16 -0.04 -0.03

* structure (SMILES): Cc1ccc(O)cc1.Cc1ccccc1
* DFT total energy: -618.2879 Eh
* E_LUMO: 0.8 eV
* spin multiplicity: 1
* HOMO level: -8.4865 eV

natural (NBO) atomic charge list, values in e, 2 entries:
1. C -0.63
2. C -0.04

---

Entry 3:
A cluster of 2 separate species, C14H16O in total at a distorted geometry, computed with wB97M-V/def2-TZVPD.

Cartesian coordinates (Å):
C: 1.245872 3.436184 1.814070
C: 0.253715 2.882350 0.758269
C: -0.203572 3.541680 -0.405874
C: -1.231107 3.020577 -1.251551
C: -1.673675 1.732352 -0.838422
O: -2.626299 1.137011 -1.511002
C: -1.204302 1.039944 0.326105
C: -0.213583 1.597321 1.151250
H: 1.011528 2.954355 2.754627
H: 1.199871 4.497277 2.076916
H: 2.382027 3.331226 1.575614
H: 0.173659 4.512855 -0.731521
H: -1.781528 3.686971 -1.980790
H: -2.953211 1.780561 -2.159850
H: -1.628577 0.022382 0.702366
H: 0.069567 1.246265 2.144009
C: 2.423826 -3.410706 0.384519
C: 1.127555 -2.827658 -0.118273
C: 0.917942 -2.639697 -1.485488
C: -0.346000 -2.209895 -1.829628
C: -1.325328 -1.934532 -0.875912
C: -1.144631 -2.323605 0.466874
C: 0.131157 -2.674917 0.810719
H: 2.196326 -4.467844 0.296856
H: 2.612407 -3.225072 1.571939
H: 3.276594 -3.431755 -0.314152
H: 1.732946 -2.544218 -2.177575
H: -0.503857 -1.938299 -2.887791
H: -2.246270 -1.507808 -1.244469
H: -1.923586 -2.211225 1.168441
H: 0.250548 -3.072087 1.809730

Force components x, y, z for each atom (eV/Å):
1.58 0.73 -0.91
0.99 0.07 0.84
-0.53 -0.20 -0.33
0.73 -0.63 2.40
1.63 1.12 1.50
-2.23 -0.85 -1.66
0.10 -1.06 1.08
-1.48 1.78 -2.07
0.33 -0.33 0.14
-0.52 0.12 -0.54
-1.96 -0.36 0.23
0.15 -0.12 0.64
0.91 -1.19 0.63
-0.08 -0.54 0.06
0.46 2.25 -1.35
-0.11 -0.43 -0.58
0.06 -0.89 1.87
1.91 -0.19 -0.37
-0.44 0.95 1.55
-0.32 1.08 -0.90
-0.34 -1.20 -0.24
0.53 1.22 -2.48
-0.91 -1.21 0.88
-0.03 -0.66 0.62
-0.03 -0.17 -3.21
-0.02 1.14 0.60
0.24 -0.61 -0.27
-0.22 -0.13 0.65
-0.20 -0.02 0.21
-0.73 0.01 0.76
0.53 0.32 0.25

* structure (SMILES): Cc1ccc(O)cc1.Cc1ccccc1
* DFT total energy: -618.2349 Eh
* E_LUMO: 0.8 eV
* spin multiplicity: 1
* HOMO level: -7.9985 eV

natural (NBO) atomic charge list, values in e, 2 entries:
1. C -0.63
2. C -0.07

---

Entry 4:
A cluster of 2 separate species, C14H16O in total at a distorted geometry, computed with wB97M-V/def2-TZVPD.

Cartesian coordinates (Å):
C: -3.068718 0.332493 1.529708
C: -2.645958 -0.098608 0.146221
C: -1.651974 -1.061970 0.019768
C: -1.095782 -1.309730 -1.235407
C: -1.458533 -0.549303 -2.319139
O: -0.743171 -0.419964 -3.485942
C: -2.589882 0.269710 -2.238632
C: -3.158275 0.497617 -1.002670
H: -3.833537 -0.270177 2.035292
H: -3.512716 1.315317 1.494057
H: -2.201264 0.321072 2.176983
H: -1.403412 -1.643478 0.894983
H: -0.294461 -2.035137 -1.340460
H: 0.032937 -0.990851 -3.440999
H: -2.866843 0.872883 -3.084223
H: -4.019730 1.130057 -0.874037
C: 3.743582 -0.495808 -0.806233
C: 2.796615 0.087609 0.202346
C: 1.808904 0.998702 -0.099849
C: 0.880457 1.389752 0.863172
C: 0.966607 0.977261 2.176369
C: 1.962982 0.044150 2.478287
C: 2.866186 -0.376029 1.528495
H: 3.567240 -0.151685 -1.826084
H: 3.626628 -1.582072 -0.842578
H: 4.768874 -0.295790 -0.498129
H: 1.668595 1.397395 -1.095902
H: 0.083894 2.066310 0.571867
H: 0.233394 1.222563 2.933715
H: 1.928238 -0.503291 3.413811
H: 3.609124 -1.138997 1.725212

Force components x, y, z for each atom (eV/Å):
-0.55 -0.35 -0.03
0.02 -0.35 0.50
-0.71 0.10 -0.74
0.77 -0.49 0.54
-0.75 1.19 -0.56
0.04 -0.74 0.19
0.60 0.21 0.39
0.02 -0.35 0.40
0.13 -0.33 -0.36
0.14 0.52 0.05
0.16 0.25 0.21
0.46 0.00 -0.01
0.05 0.03 0.06
-0.04 0.02 -0.05
-0.18 -0.08 -0.32
-0.09 0.41 -0.22
-0.08 -0.16 -0.08
0.10 -0.19 0.49
-0.55 0.11 -0.04
-0.17 0.87 0.12
0.33 -0.95 -0.21
-0.29 -0.46 0.33
-0.01 0.02 -0.89
0.09 0.27 0.13
0.03 0.00 0.11
0.12 0.05 -0.24
0.18 -0.14 -0.17
0.03 -0.02 -0.03
-0.02 0.22 -0.14
0.22 0.40 0.24
-0.04 -0.03 0.34

* structure (SMILES): Cc1ccc(O)cc1.Cc1ccccc1
* DFT total energy: -618.2997 Eh
* E_LUMO: 0.7 eV
* spin multiplicity: 1
* HOMO level: -8.2828 eV

natural (NBO) atomic charge list, values in e, 2 entries:
1. C -0.63
2. C -0.05

---

Entry 5:
A cluster of 2 separate species, C14H16O2 in total at a distorted geometry, computed with wB97M-V/def2-TZVPD.

Cartesian coordinates (Å):
C: 0.394439 -4.901259 -2.049246
C: -0.417836 -3.682153 -2.115196
C: 0.290445 -2.359420 -2.110835
C: -0.434472 -1.245486 -2.028196
C: -1.797158 -1.156330 -1.896646
O: -2.277350 0.137587 -1.841671
C: -2.516866 -2.428975 -1.869629
C: -1.776410 -3.633352 -2.089217
H: -0.104218 -5.693849 -2.581761
H: 0.617208 -5.138284 -1.002328
H: 1.266087 -4.855799 -2.542993
H: 1.385022 -2.375178 -2.072798
H: 0.080873 -0.311785 -2.369312
H: -3.196586 0.369324 -2.371292
H: -3.575840 -2.484593 -1.685016
H: -2.348915 -4.604471 -1.981058
C: 3.223465 3.444083 2.491068
C: 1.759173 3.171701 2.141468
C: 1.505960 1.990332 1.372297
C: 0.333804 1.372282 1.332070
C: -0.788177 2.201220 1.975327
O: -2.090480 1.783421 1.988376
C: -0.622068 3.563660 2.351165
C: 0.645525 4.062944 2.421125
H: 3.998068 2.659443 2.408031
H: 3.372064 3.699963 3.636373
H: 3.633349 4.405190 1.959426
H: 2.357016 1.352398 0.854978
H: -0.122815 0.505681 0.912188
H: -2.228764 0.899677 1.583290
H: -1.397583 4.177385 2.500176
H: 0.833040 5.074644 2.679836

Force components x, y, z for each atom (eV/Å):
-2.54 -0.95 1.43
2.10 3.93 -0.02
-0.61 -4.97 0.52
1.17 3.35 -1.48
-2.30 -2.72 -0.48
-3.45 0.76 -1.55
1.89 1.90 -0.39
-2.05 -0.34 1.39
-0.51 -0.73 0.38
-0.20 -0.35 -0.21
3.41 0.76 -1.67
-0.44 0.20 -0.41
-0.42 -0.50 1.09
3.53 -1.60 2.04
-0.23 0.11 -0.16
0.66 1.19 -0.41
1.06 2.92 1.63
-0.12 0.26 -1.08
4.04 -1.10 -0.01
-6.54 3.15 2.66
1.28 -0.10 -1.62
-0.08 -0.91 -0.22
2.33 -3.98 -1.28
3.14 -2.53 -0.34
-0.95 -0.01 -0.70
-0.74 -0.29 -2.07
-0.66 -1.73 0.81
-1.22 1.78 1.35
0.89 -0.83 -0.68
0.46 0.83 0.31
-3.09 1.84 0.68
0.20 0.69 0.49

* structure (SMILES): Cc1ccc(O)cc1.Cc1ccc(O)cc1
* DFT total energy: -693.4283 Eh
* E_LUMO: 0.5 eV
* spin multiplicity: 1
* HOMO level: -7.5582 eV

natural (NBO) atomic charge list, values in e, 2 entries:
1. C -0.63
2. C -0.02

---

Entry 6:
The molecule C14H16O2S at a distorted geometry, computed with wB97M-V/def2-TZVPD.

Cartesian coordinates (Å):
O: 1.057083 -1.539256 -0.573272
C: 1.016032 -0.337817 -0.695735
S: 2.572881 0.482531 -1.004215
C: 3.606123 0.386201 0.463605
C: 4.880221 1.051693 0.421111
C: 5.698846 1.066914 1.525618
C: 5.244063 0.461766 2.683688
C: 3.997490 -0.165508 2.839150
C: 3.185345 -0.090429 1.677451
C: -0.168756 0.541281 -0.628479
O: -0.991599 0.505456 0.471430
C: -1.663132 0.057604 -0.640621
C: -2.732683 1.104145 -1.209812
C: -4.166948 0.672258 -1.059322
C: -4.365047 -0.759188 -1.599201
C: -3.614917 -1.571455 -0.503598
C: -2.132868 -1.438561 -0.538967
H: 5.394100 1.346322 -0.500658
H: 6.703484 1.599414 1.601854
H: 6.000623 0.597259 3.494026
H: 3.544122 -0.592367 3.653205
H: 2.161473 -0.552888 1.771048
H: -0.023581 1.571561 -0.926578
H: -2.713657 2.145397 -0.769765
H: -2.378938 1.196951 -2.298064
H: -4.594086 0.973001 -0.025146
H: -4.759251 1.159949 -1.781140
H: -5.336673 -1.103970 -1.788000
H: -3.917939 -0.878253 -2.568780
H: -3.845395 -2.638087 -0.724304
H: -4.044288 -1.332086 0.494721
H: -1.989920 -1.952427 -1.463646
H: -1.622209 -1.967412 0.202397

Force components x, y, z for each atom (eV/Å):
-0.95 0.60 0.25
0.83 -1.86 0.76
1.24 1.34 -0.52
0.96 1.29 -0.02
0.12 -1.05 -1.34
0.16 0.46 0.50
0.94 -0.11 2.54
1.17 2.35 -4.24
-1.52 -1.73 1.21
-1.82 0.18 -1.53
-0.12 -0.12 3.13
-0.47 0.46 -0.27
1.84 0.13 -0.86
-1.28 -0.25 -0.47
2.41 0.21 3.06
-2.36 -1.63 0.11
-0.08 2.24 -2.23
-0.94 0.25 -0.03
-1.54 -0.87 -0.63
-1.09 -0.65 -0.17
-0.32 -0.86 2.19
1.13 0.57 -0.27
0.35 -0.04 -0.48
0.93 -1.21 -0.20
-1.08 0.02 1.22
0.67 -1.18 -1.56
-0.65 1.90 -0.58
-1.73 -0.17 0.51
0.84 0.21 -0.47
0.22 0.34 0.63
0.07 -0.10 -0.63
1.26 -0.19 -0.89
0.82 -0.54 1.31

* structure (SMILES): O=C(Sc1ccccc1)[C@@H]1OC12CCCCC2
* DFT total energy: -1091.6125 Eh
* E_LUMO: 0.0 eV
* spin multiplicity: 1
* HOMO level: -8.3505 eV

natural (NBO) atomic charge list, values in e, 2 entries:
1. O -0.48
2. C 0.40

---

Question: Which formula does entry 2 have?
Answer: C14H16O

---

What did the fifth record say?
A cluster of 2 separate species, C14H16O2 in total at a distorted geometry, computed with wB97M-V/def2-TZVPD.

Cartesian coordinates (Å):
C: 0.394439 -4.901259 -2.049246
C: -0.417836 -3.682153 -2.115196
C: 0.290445 -2.359420 -2.110835
C: -0.434472 -1.245486 -2.028196
C: -1.797158 -1.156330 -1.896646
O: -2.277350 0.137587 -1.841671
C: -2.516866 -2.428975 -1.869629
C: -1.776410 -3.633352 -2.089217
H: -0.104218 -5.693849 -2.581761
H: 0.617208 -5.138284 -1.002328
H: 1.266087 -4.855799 -2.542993
H: 1.385022 -2.375178 -2.072798
H: 0.080873 -0.311785 -2.369312
H: -3.196586 0.369324 -2.371292
H: -3.575840 -2.484593 -1.685016
H: -2.348915 -4.604471 -1.981058
C: 3.223465 3.444083 2.491068
C: 1.759173 3.171701 2.141468
C: 1.505960 1.990332 1.372297
C: 0.333804 1.372282 1.332070
C: -0.788177 2.201220 1.975327
O: -2.090480 1.783421 1.988376
C: -0.622068 3.563660 2.351165
C: 0.645525 4.062944 2.421125
H: 3.998068 2.659443 2.408031
H: 3.372064 3.699963 3.636373
H: 3.633349 4.405190 1.959426
H: 2.357016 1.352398 0.854978
H: -0.122815 0.505681 0.912188
H: -2.228764 0.899677 1.583290
H: -1.397583 4.177385 2.500176
H: 0.833040 5.074644 2.679836

Force components x, y, z for each atom (eV/Å):
-2.54 -0.95 1.43
2.10 3.93 -0.02
-0.61 -4.97 0.52
1.17 3.35 -1.48
-2.30 -2.72 -0.48
-3.45 0.76 -1.55
1.89 1.90 -0.39
-2.05 -0.34 1.39
-0.51 -0.73 0.38
-0.20 -0.35 -0.21
3.41 0.76 -1.67
-0.44 0.20 -0.41
-0.42 -0.50 1.09
3.53 -1.60 2.04
-0.23 0.11 -0.16
0.66 1.19 -0.41
1.06 2.92 1.63
-0.12 0.26 -1.08
4.04 -1.10 -0.01
-6.54 3.15 2.66
1.28 -0.10 -1.62
-0.08 -0.91 -0.22
2.33 -3.98 -1.28
3.14 -2.53 -0.34
-0.95 -0.01 -0.70
-0.74 -0.29 -2.07
-0.66 -1.73 0.81
-1.22 1.78 1.35
0.89 -0.83 -0.68
0.46 0.83 0.31
-3.09 1.84 0.68
0.20 0.69 0.49

* structure (SMILES): Cc1ccc(O)cc1.Cc1ccc(O)cc1
* DFT total energy: -693.4283 Eh
* E_LUMO: 0.5 eV
* spin multiplicity: 1
* HOMO level: -7.5582 eV

natural (NBO) atomic charge list, values in e, 2 entries:
1. C -0.63
2. C -0.02

---

Question: Which of these has the lowest DFT total energy?
Answer: C14H16O2S